(1)
Formula: C3H8N2O2S
Source: the Open Molecules 2025 dataset
Level of theory: ωB97M-V with the def2-TZVPD basis set

Output
Energy (eV): -21149.0458
Kohn-Sham gap (Ha): 0.3465
Max |F| (eV/A): 4.14
Relative energy (zero: lowest compared OMol25 entry of this formula, charge and spin) (kJ/mol): 173.7

Structure (ORCA input):
```
! wB97M-V def2-TZVPD RIJCOSX def2/J DEFGRID3
* xyz 0 1
H -1.832 1.367 0.699
H -0.171 0.299 2.173
H 1.707 0.634 0.707
H -1.088 -0.533 -1.367
S -0.223 -1.911 0.789
H 1.816 -1.685 1.086
H 1.002 0.199 -1.696
C 0.458 0.952 -1.112
H 0.794 1.890 -1.553
O 0.276 -2.251 -0.513
N 0.741 0.768 0.317
C -0.292 0.007 1.077
H -1.764 1.137 -1.698
N -1.519 0.455 0.346
C -1.093 0.527 -1.056
O 1.186 -1.856 1.802
*
```

***

(2)
Formula: C3H4NO
Source: the Open Molecules 2025 dataset
Level of theory: ωB97M-V with the def2-TZVPD basis set

Output
Energy (eV): -6707.9022
Kohn-Sham gap (spin up / spin down) (Ha): 0.1256 / 0.1253
Max |F| (eV/A): 4.86
Relative energy (zero: lowest compared OMol25 entry of this formula, charge and spin) (kJ/mol): 278.4

Structure (ORCA input):
```
! wB97M-V def2-TZVPD RIJCOSX def2/J DEFGRID3
* xyz -1 1
H -3.590 -0.975 -0.157
H 0.429 0.030 -1.041
H 0.169 0.835 0.600
C -0.213 0.219 -0.197
N 3.661 0.299 -0.249
C -1.473 -0.270 -0.156
C -2.547 -0.855 -0.049
H 2.771 0.121 0.281
O 4.551 -0.546 0.100
*
```

***

(3)
Formula: C5H10O2
Source: the Open Molecules 2025 dataset
Level of theory: ωB97M-V with the def2-TZVPD basis set

Output
Energy (eV): -9434.4077
Kohn-Sham gap (Ha): 0.1912
Max |F| (eV/A): 4.51
Relative energy (zero: lowest compared OMol25 entry of this formula, charge and spin) (kJ/mol): 833.2

Structure (ORCA input):
```
! wB97M-V def2-TZVPD RIJCOSX def2/J DEFGRID3
* xyz 0 1
H 1.599 0.133 -0.386
H 0.505 -0.830 1.627
H -0.625 1.404 2.382
C -0.091 -0.224 0.931
C 0.653 -0.419 -0.324
C 0.192 -1.120 -1.350
H -1.762 -0.621 -1.929
C -1.330 -1.445 -1.345
H -1.218 -0.669 0.647
H 0.698 -1.405 -2.257
O 1.964 2.168 0.267
H -0.810 1.651 0.650
H 0.809 1.735 1.271
C -0.212 1.148 1.411
O -1.862 -1.560 -0.122
H -1.369 -2.375 -1.926
H 2.860 2.429 0.453
*
```